(1)
The following is a DFT calculation (ωB97M-V with the def2-TZVPD basis set) of an isolated molecule of C27H25NO7.

Values from the calculation:
2S+1: 1
Energy above the lowest of the compared OMol25 structures with the same formula, charge and spin: 79.9 kcal/mol
Net charge: 0
SMILES: CCOC(=O)[C@H](C(=O)c1ccc([N+](=O)[O-])cc1)[C@H](c1ccc(OC)cc1)c1ccc2c(c1)CCO2

Cartesian coordinates (Å):
1 C 5.388 2.900 -2.817
2 O 5.222 1.516 -2.446
3 C 3.967 0.998 -2.448
4 C 3.841 -0.352 -2.032
5 C 2.601 -0.828 -1.673
6 C 1.457 -0.016 -1.784
7 C 0.189 -0.533 -1.117
8 C -1.056 0.329 -1.302
9 C -2.186 -0.274 -1.849
10 C -3.299 0.500 -2.126
11 C -3.278 1.893 -1.879
12 O -4.422 2.532 -2.246
13 C -5.328 1.500 -2.803
14 C -4.620 0.144 -2.715
15 C -2.157 2.501 -1.303
16 C -1.084 1.691 -0.976
17 C 1.563 1.213 -2.447
18 C 2.811 1.751 -2.743
19 H 6.462 3.064 -2.742
20 H 5.042 3.067 -3.846
21 H 4.845 3.563 -2.131
22 H 4.744 -0.947 -1.909
23 H 2.508 -1.842 -1.273
24 H -0.050 -1.482 -1.618
25 H -2.198 -1.337 -2.110
26 H -6.249 1.528 -2.210
27 H -5.550 1.773 -3.840
28 H -4.491 -0.320 -3.699
29 H -5.182 -0.557 -2.083
30 H -2.153 3.575 -1.134
31 H -0.230 2.128 -0.459
32 H 0.683 1.807 -2.695
33 H 2.888 2.771 -3.126
34 C -3.675 -3.256 0.180
35 C -2.851 -2.451 1.138
36 O -1.655 -2.097 0.401
37 C -0.929 -1.132 0.992
38 C 0.419 -0.923 0.323
39 C 1.082 0.116 1.204
40 O 1.281 1.275 0.847
41 C 1.452 -0.284 2.592
42 C 1.336 -1.591 3.115
43 C 1.577 -1.844 4.459
44 C 1.941 -0.784 5.312
45 N 2.009 -0.965 6.721
46 O 2.255 0.043 7.424
47 O 1.812 -2.099 7.208
48 C 2.152 0.505 4.791
49 C 1.947 0.739 3.441
50 O -1.344 -0.472 1.927
51 H -4.570 -3.624 0.678
52 H -3.984 -2.639 -0.668
53 H -3.111 -4.113 -0.198
54 H -3.356 -1.536 1.460
55 H -2.533 -3.032 2.011
56 H 0.985 -1.876 0.379
57 H 1.052 -2.414 2.457
58 H 1.452 -2.839 4.880
59 H 2.453 1.303 5.462
60 H 2.125 1.736 3.045

Atomic partial charges in e from the natural (NBO) method, atoms 1 to 8:
1. C -0.26
2. O -0.50
3. C 0.31
4. C -0.26
5. C -0.20
6. C -0.05
7. C -0.24
8. C -0.09

=====

(2)
The following is a DFT calculation (ωB97M-V with the def2-TZVPD basis set) of C2H2I2S as an isolated structure.

Values from the calculation:
2S+1: 3
Energy above the lowest of the compared OMol25 structures with the same formula, charge and spin: 37.6 kcal/mol
<S²>: 2.01
Net charge: 0

Cartesian coordinates (Å):
1 C -0.047 0.064 1.376
2 C 0.275 0.183 -1.061
3 S 0.460 0.367 2.862
4 I 0.930 -1.770 -1.415
5 I -1.670 0.689 -1.637
6 H -0.960 -0.470 1.177
7 H 1.012 0.937 -1.303

The natural (NBO) scheme yields these atomic charges, measured in e:
1. C -0.39
2. C -0.58
3. S 0.21
4. I 0.21
5. I 0.20
6. H 0.18
7. H 0.18

=====

(3)
The following is a DFT calculation (ωB97M-V with the def2-TZVPD basis set) of C43H41N3Sb2Sr as an isolated structure.

Values from the calculation:
2S+1: 1
Energy above the lowest of the compared OMol25 structures with the same formula, charge and spin: 18.7 kcal/mol
Net charge: +2

Cartesian coordinates (Å):
1 Sr -0.992 0.375 -0.895
2 C 3.814 3.203 0.892
3 C 2.779 2.337 1.568
4 C 2.997 0.980 1.786
5 C 2.090 0.204 2.507
6 C 0.938 0.787 3.018
7 C 0.688 2.137 2.773
8 C 1.600 2.902 2.060
9 H 3.394 3.741 0.040
10 H 4.665 2.616 0.545
11 H 4.195 3.954 1.585
12 H 3.914 0.525 1.428
13 H 2.317 -0.832 2.723
14 H 0.278 0.221 3.666
15 H -0.198 2.609 3.184
16 H 1.426 3.966 1.935
17 C -2.818 -0.030 2.645
18 C -3.082 1.181 1.795
19 C -3.809 2.271 2.264
20 C -3.970 3.376 1.461
21 C -3.420 3.392 0.178
22 C -2.726 2.277 -0.257
23 N -2.572 1.184 0.555
24 Sb -2.108 2.520 -2.397
25 C 0.100 2.473 -2.074
26 C 0.699 3.673 -2.393
27 C 2.092 3.708 -2.508
28 C 2.826 2.576 -2.260
29 C 2.183 1.397 -1.877
30 C 2.944 0.163 -1.511
31 N 0.843 1.345 -1.841
32 C -2.310 0.450 -3.193
33 C -2.771 0.506 -4.494
34 C -3.143 -0.684 -5.122
35 C -3.029 -1.870 -4.443
36 C -2.529 -1.883 -3.142
37 C -2.339 -3.165 -2.395
38 N -2.192 -0.738 -2.524
39 H -3.163 0.109 3.667
40 H -3.323 -0.902 2.227
41 H -1.752 -0.253 2.673
42 H -4.239 2.239 3.257
43 H -4.528 4.232 1.822
44 H -3.553 4.264 -0.448
45 H 0.122 4.570 -2.574
46 H 2.589 4.624 -2.803
47 H 3.904 2.584 -2.352
48 H 4.001 0.372 -1.353
49 H 2.553 -0.293 -0.605
50 H 2.867 -0.584 -2.305
51 H -2.865 1.443 -5.027
52 H -3.533 -0.668 -6.132
53 H -3.328 -2.803 -4.902
54 H -1.280 -3.423 -2.344
55 H -2.692 -3.087 -1.368
56 H -2.857 -3.989 -2.881
57 C -0.669 -7.765 -1.063
58 C -0.281 -6.894 -2.074
59 C 0.175 -5.623 -1.752
60 C 0.253 -5.203 -0.420
61 C -0.148 -6.084 0.583
62 C -0.601 -7.361 0.262
63 Sb 0.921 -3.261 0.027
64 C 1.326 -3.560 2.059
65 C 0.622 -2.814 3.006
66 C 0.804 -3.029 4.368
67 C 1.687 -4.009 4.796
68 C 2.385 -4.770 3.867
69 C 2.205 -4.548 2.510
70 C 2.833 -3.288 -0.837
71 C 2.956 -3.369 -2.227
72 C 4.203 -3.282 -2.834
73 C 5.341 -3.090 -2.062
74 C 5.232 -2.993 -0.682
75 C 3.986 -3.092 -0.073
76 H -1.023 -8.759 -1.309
77 H -0.334 -7.207 -3.109
78 H 0.485 -4.970 -2.562
79 H -0.110 -5.789 1.624
80 H -0.899 -8.039 1.052
81 H -0.077 -2.051 2.687
82 H 0.261 -2.438 5.096
83 H 1.829 -4.183 5.855
84 H 3.065 -5.542 4.202
85 H 2.752 -5.157 1.798
86 H 2.080 -3.494 -2.855
87 H 4.286 -3.363 -3.911
88 H 6.311 -3.017 -2.537
89 H 6.120 -2.848 -0.079
90 H 3.922 -3.017 1.007

Atomic partial charges in e from the Löwdin method, atoms 1 to 8:
1. Sr 1.32
2. C -0.04
3. C -0.27
4. C -0.06
5. C -0.07
6. C -0.10
7. C -0.09
8. C -0.05

=====

(4)
The following is a DFT calculation (ωB97M-V with the def2-TZVPD basis set) of a 2-piece molecular cluster, C5H14INSi overall.

Values from the calculation:
2S+1: 1
Energy above the lowest of the compared OMol25 structures with the same formula, charge and spin: 69.5 kcal/mol
Net charge: 0

Cartesian coordinates (Å):
1 C 0.253 0.325 2.226
2 C 1.843 -0.647 0.945
3 C 1.175 2.336 -2.372
4 C -0.825 -1.261 -1.358
5 C -2.317 -1.302 1.407
6 N 0.427 -0.368 1.116
7 Si -0.742 -1.640 0.490
8 I -3.814 0.476 1.104
9 H 0.130 2.258 -2.107
10 H 1.025 0.665 2.744
11 H -0.706 0.858 2.320
12 H 1.989 -1.051 -0.048
13 H 2.333 0.346 1.044
14 H 2.216 -1.291 1.758
15 H 1.479 1.633 -3.179
16 H 1.488 3.373 -2.720
17 H 1.743 2.190 -1.588
18 H -1.352 -0.502 -1.776
19 H 0.195 -0.920 -1.672
20 H -1.205 -2.120 -1.914
21 H -2.357 -1.151 2.436
22 H -2.979 -2.207 1.144

Atomic partial charges in e from the natural (NBO) method, atoms 1 to 8:
1. C -0.06
2. C -0.43
3. C -0.84
4. C -1.11
5. C -0.97
6. N -0.55
7. Si 1.05
8. I -0.12

=====

(5)
The following is a DFT calculation (ωB97M-V with the def2-TZVPD basis set) of CuF2I as an isolated structure.

Values from the calculation:
2S+1: 2
Energy above the lowest of the compared OMol25 structures with the same formula, charge and spin: 22.4 kcal/mol
<S²>: 0.76
Net charge: -1

Cartesian coordinates (Å):
1 Cu 0.012 0.076 -0.534
2 I 0.078 2.687 0.322
3 F -1.403 -1.957 -0.748
4 F 1.313 -0.805 0.960

The natural (NBO) scheme yields these atomic charges, measured in e:
1. Cu 1.26
2. I -0.67
3. F -0.87
4. F -0.71

=====

(6)
The following is a DFT calculation (ωB97M-V with the def2-TZVPD basis set) of C3H4CuO3 as an isolated structure.

Values from the calculation:
2S+1: 3
Energy above the lowest of the compared OMol25 structures with the same formula, charge and spin: 60.1 kcal/mol
<S²>: 2.01
Net charge: -1

Cartesian coordinates (Å):
1 H 2.810 -0.541 -0.718
2 Cu 2.527 0.697 0.918
3 O -0.826 -1.179 -0.316
4 C -1.203 0.075 0.038
5 C 0.584 -1.429 -0.091
6 O -2.338 0.249 0.477
7 O -0.253 0.935 -0.041
8 C 1.333 -0.178 -0.456
9 H 0.863 -2.285 -0.719
10 H 0.665 -1.718 0.967
11 H 1.364 0.222 -1.480

Atomic partial charges in e from the natural (NBO) method, atoms 1 to 8:
1. H -0.01
2. Cu 0.10
3. O -0.55
4. C 0.95
5. C -0.15
6. O -0.70
7. O -0.65
8. C -0.55

=====

(7)
The following is a DFT calculation (ωB97M-V with the def2-TZVPD basis set) of a 2-piece molecular cluster, C3H9NO2 overall.

Values from the calculation:
2S+1: 1
Energy above the lowest of the compared OMol25 structures with the same formula, charge and spin: 34.3 kcal/mol
Net charge: 0
SMILES: NC=O.CCO

Cartesian coordinates (Å):
1 C 1.209 -1.094 -0.483
2 O 2.433 -0.441 -0.847
3 C 1.477 -2.589 -0.286
4 H 0.490 -0.844 -1.285
5 H 0.814 -0.630 0.428
6 H 2.355 0.475 -0.591
7 H 2.420 -2.607 0.267
8 H 1.471 -3.068 -1.248
9 H 0.677 -2.901 0.377
10 C -1.969 1.093 0.463
11 N -2.607 2.295 0.614
12 O -0.778 0.945 0.612
13 H -2.571 0.174 0.309
14 H -1.895 3.010 0.560
15 H -3.537 2.382 0.953

Atomic partial charges in e from the natural (NBO) method, atoms 1 to 8:
1. C -0.06
2. O -0.74
3. C -0.63
4. H 0.15
5. H 0.18
6. H 0.47
7. H 0.22
8. H 0.21